DFT (ωB97M-V/def2-TZVPD) results for a molecular structure, C67H81BrGe2NO2OsPS4.

```
160
C67H81BrGe2NO2OsPS4, DFT ωB97M-V/def2-TZVPD
C 4.011 -1.657 2.295
H 0.069 -5.909 -0.504
C -0.174 6.655 -1.395
C -1.464 1.508 3.740
C 5.556 -3.371 -2.259
H 1.798 -3.068 -5.976
C -2.652 1.611 4.689
C 4.992 -0.645 1.785
C 3.799 -2.092 -3.434
C -2.372 4.645 0.713
C -1.954 2.564 -5.712
C 2.536 -2.458 4.038
Ge -0.961 -1.432 -1.051
C -3.022 -3.536 -0.703
C -3.785 -2.135 1.670
C 3.000 -2.932 -4.221
O 0.518 3.984 -0.859
C -1.471 -4.960 0.641
H -4.007 2.061 2.250
H -4.818 -0.474 -1.536
H 0.832 -2.296 5.318
C 3.697 -2.781 1.526
H 2.875 -4.910 0.205
H -4.747 -2.514 1.322
C 2.730 -4.343 -3.792
H -0.849 5.959 -1.873
H -3.049 5.592 3.208
H 3.652 -4.922 -3.744
C -2.169 -1.028 -4.529
C -2.294 -3.685 2.964
C -1.687 -2.382 -4.951
H 2.793 -5.860 1.694
C -1.830 0.107 -5.245
C 2.439 -2.432 -5.382
H -3.738 4.101 3.861
H -2.535 -3.006 -5.233
C -3.547 4.661 2.950
H 5.956 0.189 -3.636
H 0.658 6.341 3.168
C -1.646 0.364 2.750
H 5.941 -1.120 1.538
H -1.163 -2.878 -4.135
H -2.515 0.499 2.119
C -0.976 -5.623 -0.610
C -0.075 5.643 2.760
C -1.049 -5.410 1.885
H -3.048 2.061 0.754
N -0.184 2.562 1.500
H -0.055 1.862 5.373
H 1.548 -4.309 3.624
H -1.033 6.158 2.735
H -2.563 2.474 5.343
H 2.244 -1.378 5.867
C 5.012 0.109 -3.094
H 1.609 3.344 2.848
H 0.232 5.388 1.747
H -0.532 -4.479 4.961
C -0.562 7.956 -1.126
H -1.737 -0.584 3.274
H -5.580 0.806 -2.491
H -3.597 1.668 4.158
C 1.940 7.070 -0.360
C 2.005 -0.588 -7.019
C 2.660 -1.120 -5.782
C -3.252 1.438 -3.874
C 2.241 -3.567 3.261
C 1.919 -2.302 5.396
S 0.425 -2.006 0.685
C 1.562 8.377 -0.092
H 2.202 -3.135 6.039
C -2.367 -3.895 0.576
H -0.001 9.827 -0.242
C 3.418 -1.510 3.540
H -1.845 -5.648 4.969
Br 3.614 6.445 0.283
C 1.089 6.204 -1.030
O 2.487 4.428 -1.827
H -5.672 -4.582 -2.525
H 5.925 -4.158 1.005
C 1.319 3.881 3.752
H 0.930 -0.747 -6.969
H -0.279 0.176 4.926
C -4.119 -4.297 -1.090
H -3.701 2.389 -3.621
Os 0.384 1.920 -0.174
C 4.339 -2.971 0.205
H -0.840 3.803 5.592
C -3.025 -0.909 -3.428
C -4.465 -2.878 -2.986
H -4.478 3.079 0.902
H -3.253 4.796 0.092
C 3.491 -0.322 -5.016
C -2.346 1.356 -4.916
C 3.780 -2.429 -0.947
H 2.280 -4.356 -2.799
C -3.608 0.321 -3.128
H 2.377 -1.103 -7.904
C -0.199 1.189 4.533
H 3.657 -0.639 4.135
C -4.826 -3.980 -2.233
C -0.719 4.698 4.988
H -1.690 5.179 4.896
H -0.056 5.374 5.529
H -1.971 5.622 0.959
H 2.199 0.476 -7.130
H -0.412 -6.282 1.941
H 2.250 9.035 0.415
P -1.129 3.063 2.657
C 2.446 -4.951 1.204
H 1.363 -4.996 1.122
C 2.812 -3.742 2.010
H -5.040 -2.592 -3.855
H -1.009 -2.300 -5.795
C -4.642 0.466 -2.051
H -1.549 -6.527 -0.816
H -0.876 2.713 -5.666
H 1.457 3.239 4.615
S -1.518 0.725 -0.716
H 3.691 0.695 -5.322
H 7.030 -4.486 -1.187
H -1.152 0.023 -6.083
H -2.445 3.459 -5.338
C -1.449 -4.782 3.053
H 4.593 1.109 -3.009
H -4.321 1.208 -1.324
H -2.223 2.435 -6.760
C -3.369 -2.105 -2.623
H -0.767 0.300 2.105
C -3.623 2.674 1.442
H -1.627 4.107 0.121
C 0.307 8.817 -0.473
H -4.417 -5.127 -0.466
H -1.070 -4.952 -1.464
C -0.996 -5.283 4.391
H 5.225 -0.268 -2.096
H -3.923 -1.684 2.648
C 4.383 -2.628 -2.185
H 5.168 0.129 2.527
C 4.075 -0.789 -3.845
C 5.505 -3.724 0.108
Ge 2.076 -1.356 -0.825
S 0.665 -1.683 -2.613
C -2.756 3.824 1.945
C 6.115 -3.915 -1.119
H -2.681 0.718 5.314
H -3.457 -1.368 0.968
H 4.616 -0.172 0.879
C -0.120 4.381 3.622
H -1.548 8.290 -1.422
H 0.664 1.218 3.873
S 2.402 0.840 -0.634
C 1.452 4.748 -1.288
H -0.284 -6.097 4.281
H -2.606 -3.186 3.872
C -2.639 -2.457 -1.489
C -2.785 -3.250 1.745
H 2.048 -4.825 -4.487
H 6.021 -3.508 -3.227
H -4.510 4.925 2.515
H 1.996 4.726 3.861
```

The value obtained for the orbital gap (spin up / spin down) is 6.57 / 6.51 eV. As for the spin multiplicity: 1.

Mulliken population analysis, charges in e, atoms 1 to 99: C 1.264; H 0.360; C -0.290; C 3.037; C 0.041; H 0.372; C -1.924; C -1.673; C 0.132; C -1.968; C -1.517; C 0.991; Ge -1.540; C -0.726; C -1.877; C 1.211; O -0.970; C 1.142; H 0.119; H 0.252; H 0.164; C 0.426; H 0.253; H 0.440; C -1.765; H 0.467; H 0.351; H 0.357; C 1.505; C -0.999; C -1.196; H 0.580; C -1.258; C -0.358; H 0.295; H 0.376; C -1.998; H 0.431; H 0.726; C -0.985; H 0.328; H 0.098; H -0.323; C -1.685; C -2.071; C -0.595; H -0.060; N -1.833; H 0.334; H 0.408; H 0.119; H 0.328; H 0.360; C -1.854; H 0.316; H 0.436; H 0.291; C -0.626; H 0.665; H 0.525; H 0.341; C 0.311; C -1.398; C 0.811; C -1.068; C -0.585; C -1.523; S 0.815; C -0.492; H 0.415; C 0.457; H 0.396; C -1.028; H 0.519; Br -0.135; C 0.331; O -0.619; H 0.441; H 0.544; C -1.837; H 0.208; H 0.593; C -0.338; H 0.342; Os 3.979; C -0.731; H 0.325; C 0.178; C 0.085; H 0.788; H 0.645; C -1.150; C 0.719; C 0.024; H 0.179; C 0.822; H 0.358; C -2.193; H 0.284

DFT (ωB97M-V/def2-TZVPD) results for a single C4H6F2OS molecule.

```
14
C4H6F2OS, DFT ωB97M-V/def2-TZVPD
H 1.257 -0.249 0.393
C -0.285 -1.974 -0.345
H -2.130 1.763 1.530
F 0.557 2.373 1.031
C 0.214 0.037 0.947
H -2.457 1.457 -0.130
H 0.173 -0.001 2.062
H -1.186 -2.720 -0.236
S 1.010 -2.381 -1.189
F 0.210 1.521 -0.866
O -0.578 -1.133 0.554
C -1.738 1.939 0.541
C -0.239 1.450 0.364
H -1.800 3.148 0.445
```

The value obtained for the orbital gap is 9.61 eV. As for the spin multiplicity: 1. Its energy above the lowest of the compared OMol25 structures with the same formula, charge and spin is 28.3 kcal per mole. Its SMILES is CC(F)(F)COC=S.

Okay, here come the natural (NBO) numbers, in e, for every atom: H 0.241; C 0.057; H 0.228; F -0.358; C -0.161; H 0.234; H 0.224; H 0.178; S -0.073; F -0.319; O -0.485; C -0.685; C 0.675; H 0.243

DFT (ωB97M-V/def2-TZVPD) results for a molecular structure, C35H43IN7O4PS3Ti.

```
95
C35H43IN7O4PS3Ti, DFT ωB97M-V/def2-TZVPD
C -1.626 2.242 0.702
H -2.299 1.705 -1.202
N -1.953 1.278 -0.348
S 1.781 2.064 -3.824
N 1.153 1.029 -1.522
C -2.412 4.948 -0.462
C 4.524 1.190 2.477
H -2.498 -0.115 -4.138
C 0.797 -2.805 2.444
H -2.269 2.537 -4.188
C 3.981 0.339 3.427
H -0.223 -5.680 3.921
C 0.667 -4.170 2.687
C 1.572 4.420 -0.035
C 1.540 0.660 -2.766
H 5.173 1.999 2.787
C 3.757 -4.108 1.434
H -2.384 3.627 2.120
N -0.836 -2.834 -2.990
H -0.899 2.932 0.272
H -4.450 -1.609 -0.354
C 4.625 -5.090 0.990
H 1.851 6.239 -1.152
C 3.140 -0.695 3.033
H -3.870 -2.578 1.874
H -2.715 0.672 -0.052
C -0.130 -4.618 3.732
H -4.140 4.629 0.754
H -2.106 -1.674 -5.080
N -1.707 4.338 -1.596
C -1.992 -1.066 -4.193
H 0.175 -0.827 3.035
H -4.202 3.481 -3.292
H -3.661 -4.233 1.204
C 4.237 1.010 1.129
Ti -0.226 -0.338 -0.484
C -0.797 -3.704 4.537
C 1.764 4.524 -2.433
C 1.344 2.395 -1.313
C -3.160 -3.308 1.488
H 3.809 -5.093 -2.299
H 4.202 0.482 4.476
P 1.771 -2.177 1.058
H 2.258 -3.319 -1.500
S -2.339 -2.630 0.055
C -3.781 -2.251 -0.927
C -2.339 3.858 -2.668
H -3.541 2.394 1.663
C 1.606 3.145 -2.475
H -1.636 5.279 0.229
H 1.195 -4.886 2.068
H 2.711 -1.351 3.779
O -1.844 -1.282 0.592
C 1.399 3.044 -0.078
C 1.721 5.166 -1.204
H -2.383 -3.515 2.223
H 5.321 -6.214 -0.699
C 2.909 -3.843 -0.809
C -2.769 3.062 1.268
H -2.918 5.857 -0.802
C 2.842 -0.868 1.688
N -1.718 3.006 -3.484
H 3.758 -3.817 2.479
O -0.814 1.784 2.928
C -0.790 1.505 1.750
C 3.786 -4.825 -1.251
I -4.960 1.215 -2.482
O -1.150 -0.800 -2.025
H -4.041 4.844 -2.299
S 1.859 -0.845 -3.368
H -0.744 -3.311 -3.875
H -3.466 -1.744 -1.837
H -1.407 -4.054 5.359
O 0.011 0.615 1.217
C 4.637 -5.450 -0.353
H 5.299 -5.571 1.687
H -1.211 -1.625 4.902
H -0.707 4.197 -1.529
H 1.336 2.467 0.833
C 3.398 -0.017 0.732
C -3.402 4.005 0.242
H 1.949 5.082 -3.342
H -4.262 -3.198 -1.178
N -3.586 4.235 -2.959
H -3.958 3.421 -0.497
C 0.102 -1.889 3.238
H 3.153 -0.153 -0.316
H 0.045 -2.827 -2.488
C -1.322 -1.528 -3.133
H -0.870 2.542 -3.191
C 2.887 -3.492 0.535
N 0.884 -1.689 -0.152
H 1.608 4.916 0.927
H 4.661 1.675 0.388
C -0.685 -2.341 4.285
```

The value obtained for the orbital gap is 7.55 eV. As for the spin multiplicity: 1. Its energy above the lowest of the compared OMol25 structures with the same formula, charge and spin is 0.0 kcal per mole.

Okay, here come the Mulliken numbers, in e, for every atom: C 2.158; H -0.492; N 1.143; S -0.321; N 1.097; C -1.426; C -0.613; H 0.012; C 0.420; H 0.334; C -0.741; H 0.423; C -0.798; C -0.747; C -0.060; H 0.412; C -0.363; H 0.406; N -0.279; H -1.388; H 0.334; C -0.744; H 0.419; C -0.365; H 0.297; H 0.237; C -0.725; H 0.418; H 0.244; N 0.217; C -1.250; H 0.115; H 0.074; H 0.478; C -0.714; Ti -1.249; C -0.723; C -0.470; C -0.875; C -0.738; H 0.439; H 0.432; P 1.488; H 0.136; S 0.616; C -0.808; C 0.359; H 0.402; C 1.106; H 0.442; H 0.433; H 0.438; O -0.366; C -0.329; C -0.940; H 0.004; H 0.400; C -0.412; C -1.163; H 0.500; C 0.588; N -0.041; H 0.443; O -0.752; C -0.408; C -0.670; I -0.658; O 0.417; H 0.311; S -0.331; H 0.278; H -0.031; H 0.381; O 0.661; C -0.497; H 0.407; H 0.481; H -0.178; H 0.594; C -0.616; C -0.111; H 0.457; H 0.552; N -0.376; H 0.177; C -0.162; H 0.378; H 0.082; C 0.047; H -0.127; C 0.380; N 0.840; H 0.466; H 0.467; C -0.784

DFT total energy (computed, eV): -314557.141 -22561.220 -128631.845